A 5-piece molecular cluster, C34H66BBrIO7S overall, computed with ωB97M-V/def2-TZVPD.

CARTESIAN COORDINATES (ANGSTROEM)
C 1.431 5.054 -2.393
C 0.750 4.122 -1.425
C 0.520 4.527 -0.111
C -0.094 3.658 0.779
C -0.488 2.393 0.376
C -0.296 1.961 -0.935
C -0.704 0.591 -1.420
B -0.672 -0.682 -0.372
C -2.115 -1.131 0.261
C -2.742 -0.307 1.396
C -1.935 -0.443 2.694
S -2.022 0.962 3.835
O 0.441 -0.518 0.645
C 1.453 -1.408 0.297
C 2.331 -1.713 1.480
C 2.971 -0.528 2.153
O 3.253 -0.468 3.303
I 3.482 1.171 0.896
C 0.674 -2.566 -0.329
C 1.477 -3.699 -0.946
C 2.329 -3.262 -2.129
C 1.533 -2.885 -3.374
Br 3.542 -4.781 -2.558
O -0.157 -1.891 -1.207
C 0.334 2.854 -1.808
H 1.256 4.751 -3.424
H 2.505 5.088 -2.207
H 1.048 6.068 -2.270
H 0.827 5.518 0.204
H -0.267 3.969 1.803
H -0.930 1.733 1.096
H -1.678 0.663 -1.918
H 0.004 0.335 -2.216
H -2.071 -2.173 0.605
H -2.819 -1.131 -0.578
H -2.869 0.734 1.106
H -3.754 -0.672 1.602
H -0.897 -0.688 2.494
H -2.350 -1.254 3.294
H -1.045 1.731 3.347
H 2.059 -0.966 -0.513
H 1.797 -2.252 2.264
H 3.170 -2.337 1.149
H 0.104 -3.004 0.517
H 0.789 -4.474 -1.292
H 2.100 -4.155 -0.176
H 3.003 -2.462 -1.841
H 0.522 -3.274 -3.295
H 1.461 -1.803 -3.450
H 1.991 -3.285 -4.276
H 0.516 2.540 -2.831
C 1.519 -2.950 8.003
C 2.360 -4.144 7.577
O 2.129 -4.565 6.248
C 2.424 -3.598 5.248
C 3.879 -3.168 5.207
H 0.465 -3.133 7.790
H 1.636 -2.777 9.074
H 1.814 -2.036 7.487
H 2.111 -5.010 8.192
H 3.424 -3.933 7.737
H 1.774 -2.723 5.355
H 2.153 -4.080 4.308
H 4.161 -2.586 6.086
H 4.049 -2.542 4.335
H 4.532 -4.043 5.156
C -6.782 2.425 2.438
C -5.478 3.144 2.132
O -4.995 2.920 0.823
C -5.826 3.355 -0.230
C -6.078 4.855 -0.238
H -6.695 1.368 2.183
H -7.012 2.511 3.501
H -7.625 2.841 1.882
H -4.692 2.769 2.787
H -5.578 4.219 2.330
H -6.779 2.811 -0.226
H -5.298 3.066 -1.139
H -6.697 5.173 0.603
H -6.593 5.142 -1.156
H -5.132 5.394 -0.185
C -2.148 7.513 -0.192
C -0.926 8.384 -0.428
O -0.459 8.362 -1.764
C -1.354 8.846 -2.745
C -1.710 10.315 -2.583
H -1.968 6.505 -0.568
H -2.358 7.450 0.877
H -3.039 7.911 -0.682
H -0.091 8.007 0.163
H -1.113 9.414 -0.100
H -2.264 8.235 -2.773
H -0.838 8.692 -3.693
H -2.321 10.494 -1.698
H -2.277 10.657 -3.450
H -0.804 10.917 -2.497
C 2.696 -7.341 -5.577
C 2.749 -8.498 -4.596
O 2.941 -9.767 -5.206
C 4.147 -9.914 -5.928
C 5.400 -9.759 -5.080
H 1.971 -7.542 -6.367
H 2.406 -6.431 -5.053
H 3.664 -7.154 -6.045
H 1.799 -8.582 -4.069
H 3.517 -8.316 -3.837
H 4.177 -9.221 -6.777
H 4.105 -10.922 -6.342
H 5.537 -8.734 -4.735
H 6.280 -10.032 -5.664
H 5.346 -10.406 -4.204

Its total charge is -1. The energy comes out at -5156.6140 a.u. As for the energy relative to the best compared isomer or geometry (same formula, charge and spin): 0.0 kcal per mole. The calculation puts the orbital gap at 7.53 eV. For the LUMO energy, the calculation gives 2.29 eV. For the strongest force on any atom, the calculation gives 0.01271 Eh/bohr.

=====

C34H67Br28F3O3P as an isolated structure at a distorted geometry, computed with ωB97M-V/def2-TZVPD.

CARTESIAN COORDINATES (ANGSTROEM)
O 0.652 1.141 2.001
C 1.536 -0.004 1.827
C 1.806 -0.362 0.328
O 1.588 -1.726 0.192
P 0.116 -2.056 1.170
C -1.338 -2.293 2.362
C -2.041 -0.994 2.815
C -2.661 -0.152 1.745
F -2.577 1.197 1.910
C -3.319 -0.545 0.661
F -3.173 -1.670 -0.010
F -4.280 0.242 0.129
O 0.875 -1.060 2.422
H 0.917 1.822 1.365
H 2.435 0.262 2.403
H 1.290 0.302 -0.382
H 2.874 -0.155 0.151
H 0.823 -3.248 1.608
H -0.489 -2.903 0.141
H -0.450 -0.923 0.490
H -0.916 -2.737 3.271
H -2.091 -2.998 1.989
H -2.881 -1.291 3.460
H -1.397 -0.378 3.444
Br 6.001 -3.103 0.070
C 6.752 -1.387 0.633
C 6.486 -1.138 2.101
Br 4.631 -0.648 2.411
H 6.305 -0.628 -0.003
H 7.820 -1.445 0.432
H 7.072 -0.292 2.459
H 6.691 -2.012 2.712
Br -0.660 0.286 -5.893
C -2.026 -0.164 -4.574
C -2.091 0.859 -3.486
Br -0.612 0.644 -2.256
H -1.784 -1.153 -4.196
H -2.961 -0.207 -5.131
H -2.984 0.727 -2.880
H -2.059 1.878 -3.861
Br -2.560 -2.462 5.256
C -0.738 -2.785 5.854
C -0.230 -1.651 6.703
Br 0.256 -0.118 5.614
H -0.134 -2.947 4.965
H -0.786 -3.704 6.436
H 0.685 -1.938 7.218
H -0.962 -1.310 7.429
Br 1.425 2.347 -8.522
C 0.803 3.779 -7.363
C -0.072 4.752 -8.103
Br 0.973 5.940 -9.241
H 1.687 4.244 -6.937
H 0.239 3.281 -6.575
H -0.590 5.406 -7.406
H -0.795 4.260 -8.744
Br 3.230 -1.749 -7.590
C 2.787 -3.538 -6.960
C 1.521 -3.546 -6.148
Br 1.826 -2.830 -4.357
H 3.645 -3.890 -6.396
H 2.672 -4.140 -7.859
H 1.177 -4.567 -5.999
H 0.722 -2.955 -6.607
Br 3.450 -5.133 -1.812
C 4.285 -6.690 -2.613
C 4.305 -6.601 -4.116
Br 2.556 -6.976 -4.891
H 3.750 -7.562 -2.250
H 5.303 -6.705 -2.228
H 4.968 -7.354 -4.539
H 4.599 -5.618 -4.469
Br 4.914 3.934 -0.535
C 3.739 2.991 -1.770
C 2.414 3.690 -1.921
Br 1.275 3.386 -0.379
H 3.634 1.978 -1.392
H 4.271 2.972 -2.718
H 1.865 3.279 -2.768
H 2.510 4.765 -2.038
Br -2.413 -5.178 0.916
C -4.150 -5.662 0.194
C -5.095 -4.490 0.232
Br -5.763 -4.164 2.033
H -4.511 -6.515 0.760
H -3.967 -5.962 -0.837
H -5.979 -4.689 -0.371
H -4.629 -3.568 -0.098
Br 5.285 4.555 -9.857
C 4.829 3.686 -11.535
C 4.306 2.292 -11.314
Br 5.739 1.044 -10.894
H 5.720 3.709 -12.154
H 4.060 4.312 -11.983
H 3.848 1.909 -12.223
H 3.594 2.241 -10.497
Br -7.645 4.473 1.362
C -6.426 2.968 1.595
C -5.029 3.305 1.157
Br -4.853 3.314 -0.780
H -6.848 2.135 1.042
H -6.445 2.744 2.659
H -4.332 2.541 1.499
H -4.701 4.280 1.504
Br 5.420 1.098 6.100
C 4.453 2.778 6.313
C 3.027 2.655 5.849
Br 2.894 2.670 3.909
H 5.007 3.535 5.768
H 4.489 2.998 7.379
H 2.446 3.512 6.183
H 2.551 1.740 6.190
Br 3.723 6.265 7.283
C 2.194 7.287 6.642
C 0.955 7.024 7.459
Br 0.158 5.306 7.015
H 2.064 7.031 5.595
H 2.493 8.329 6.727
H 0.190 7.763 7.231
H 1.148 7.019 8.527
Br -8.213 -4.282 5.825
C -8.684 -5.407 4.310
C -8.519 -6.869 4.628
Br -6.647 -7.400 4.622
H -8.065 -5.088 3.477
H -9.727 -5.181 4.095
H -8.994 -7.478 3.861
H -8.918 -7.136 5.601
Br -1.479 2.592 3.898
C -2.972 3.616 3.203
C -4.243 3.348 3.963
Br -5.013 1.627 3.477
H -3.055 3.367 2.149
H -2.680 4.660 3.305
H -5.004 4.085 3.710
H -4.093 3.335 5.037

Its total charge is -1. The energy comes out at -74274.6557 a.u. The calculation puts the orbital gap at 5.87 eV. For the LUMO energy, the calculation gives 1.62 eV. For the strongest force on any atom, the calculation gives 0.07856 Eh/bohr.

=====

A 4-piece molecular cluster, C34H67Cl2F3N4O8 overall at a distorted geometry, computed with ωB97M-V/def2-TZVPD.

CARTESIAN COORDINATES (ANGSTROEM)
C 5.041 2.775 3.467
C 4.899 2.487 1.835
O 3.505 2.073 1.614
C 3.429 0.890 0.708
C 1.959 0.634 0.046
C 2.064 -0.840 -0.739
C 2.965 -0.777 -2.114
C 2.124 -0.390 -3.469
F 0.781 0.233 -3.526
C 2.762 -0.739 -4.790
F 2.099 -1.604 -5.809
F 4.125 -0.211 -5.041
O 1.513 1.593 -0.961
C 2.555 2.517 -1.411
C 0.768 0.624 1.222
C 0.245 -0.891 1.602
C 1.379 -1.775 2.457
C 0.763 -2.518 3.781
C 1.987 -3.474 4.403
O 2.079 -4.792 3.756
C 2.091 -5.891 4.761
O 3.231 -6.539 5.107
O -0.376 1.365 0.672
C -1.148 2.068 1.704
C -2.498 2.687 0.935
C -3.760 2.924 1.984
C -3.999 4.463 2.585
N -4.583 1.852 2.292
C -0.403 3.355 2.390
Cl 0.535 4.613 1.347
C -0.426 3.548 3.893
C -1.173 2.518 4.943
Cl 0.446 5.025 4.688
H 6.181 2.922 3.690
H 4.614 1.792 3.988
H 4.359 3.679 3.791
H 5.580 1.565 1.596
H 5.199 3.443 1.209
H 3.634 -0.043 1.425
H 4.334 0.856 -0.070
H 0.977 -1.192 -1.081
H 2.587 -1.665 -0.052
H 3.373 -1.886 -2.286
H 3.945 -0.112 -2.000
H 2.083 3.150 -2.306
H 2.896 3.300 -0.608
H 3.521 2.021 -1.846
H 1.186 1.074 2.245
H -0.643 -0.730 2.384
H -0.225 -1.487 0.712
H 1.796 -2.616 1.744
H 2.269 -1.066 2.818
H -0.185 -3.163 3.535
H 0.538 -1.731 4.642
H 3.007 -2.899 4.174
H 1.923 -3.576 5.579
H 1.045 -6.164 5.236
H -1.560 1.268 2.452
H -2.170 3.782 0.593
H -2.782 2.073 -0.020
H -3.051 5.116 2.293
H -4.903 4.928 1.980
H -4.241 4.476 3.730
H -4.188 1.032 1.739
H -0.658 2.508 6.020
H -1.170 1.391 4.592
H -2.293 2.902 5.038
C -8.884 -0.598 5.206
C -8.725 -0.951 3.729
C -7.651 -2.031 3.464
O -6.305 -1.554 3.539
C -5.787 -1.466 4.858
N -8.453 0.279 2.970
H -8.075 0.038 5.577
H -9.818 -0.047 5.367
H -8.921 -1.501 5.823
H -9.687 -1.356 3.390
H -7.780 -2.387 2.434
H -7.791 -2.905 4.112
H -6.168 -2.261 5.507
H -6.011 -0.485 5.281
H -4.698 -1.558 4.802
H -8.444 0.053 1.975
H -7.484 0.548 3.165
C -2.775 -5.009 -2.380
C -2.347 -3.543 -2.401
C -0.855 -3.341 -2.754
O 0.048 -3.634 -1.685
C 0.346 -5.014 -1.531
N -2.685 -2.928 -1.109
H -2.435 -5.535 -1.484
H -3.869 -5.086 -2.398
H -2.392 -5.542 -3.256
H -2.938 -3.047 -3.181
H -0.706 -2.278 -2.982
H -0.577 -3.893 -3.660
H 0.377 -5.540 -2.490
H -0.379 -5.479 -0.861
H 1.330 -5.097 -1.058
H -2.487 -1.928 -1.162
H -2.008 -3.272 -0.422
C 3.739 1.873 -7.249
C 4.521 1.700 -8.550
C 5.952 2.283 -8.491
O 6.013 3.708 -8.594
C 5.763 4.394 -7.377
N 3.745 2.283 -9.654
H 3.377 2.895 -7.108
H 2.858 1.221 -7.245
H 4.354 1.604 -6.384
H 4.614 0.622 -8.728
H 6.505 1.902 -9.359
H 6.494 1.933 -7.604
H 6.143 3.849 -6.508
H 4.693 4.587 -7.270
H 6.267 5.364 -7.424
H 4.224 2.080 -10.532
H 3.816 3.301 -9.571

The energy comes out at -3375.8766 a.u. As for the energy relative to the best compared isomer or geometry (same formula, charge and spin): 329.1 kcal per mole. The calculation puts the orbital gap at 8.35 eV. For the LUMO energy, the calculation gives -0.70 eV. For the strongest force on any atom, the calculation gives 0.18651 Eh/bohr.

=====

A 5-piece molecular cluster, C34H67F9IN7O9PS2 overall at a distorted geometry, computed with ωB97M-V/def2-TZVPD.

CARTESIAN COORDINATES (ANGSTROEM)
C -9.940 -6.780 5.118
C -10.003 -5.873 6.223
C -8.857 -5.749 7.331
O -9.120 -6.154 8.482
O -7.564 -5.212 7.067
C -7.684 -4.085 6.149
C -6.392 -3.136 6.410
C -6.236 -2.114 5.153
C -4.667 -2.114 4.767
C -4.178 -0.594 4.527
C -2.555 -0.664 4.361
C -2.099 -1.086 2.886
C -0.607 -1.677 3.139
N 0.272 -0.891 2.191
S 1.649 -1.732 1.546
O 2.149 -2.626 2.661
O 1.349 -2.593 0.361
C 2.971 -0.445 1.274
F 2.335 0.817 1.226
F 3.758 -0.436 2.466
C 3.987 -0.743 0.074
F 4.238 -2.148 0.040
F 5.235 -0.168 0.457
C 3.516 -0.249 -1.368
F 2.360 -0.939 -1.853
F 3.280 1.159 -1.435
C 4.650 -0.516 -2.505
F 4.067 -0.020 -3.713
F 5.805 0.258 -2.305
F 4.896 -1.872 -2.729
C -0.649 -0.286 1.234
N -0.430 0.065 -0.029
C -1.436 0.640 -0.960
C -1.998 -0.497 -1.978
O -1.952 -1.708 -1.715
I -2.799 0.290 -3.871
N -1.990 -0.056 1.803
P -2.320 1.642 2.290
S -0.802 2.525 3.115
H -9.064 -6.805 4.388
H -10.841 -7.461 4.960
H -10.891 -5.163 6.328
H -7.667 -4.505 5.089
H -8.644 -3.474 6.289
H -6.545 -2.576 7.397
H -5.510 -3.849 6.514
H -6.850 -2.470 4.251
H -6.556 -1.046 5.435
H -4.472 -2.689 3.792
H -4.056 -2.521 5.636
H -4.684 -0.189 3.582
H -4.416 -0.006 5.472
H -2.234 -1.529 5.055
H -2.030 0.269 4.769
H -2.670 -1.998 2.507
H -0.235 -1.351 4.172
H -0.506 -2.815 3.145
H 0.525 -0.077 -0.394
H -0.872 1.381 -1.639
H -2.304 1.174 -0.460
H -3.467 1.693 3.173
H -2.700 2.456 1.151
C -6.856 4.637 -0.909
C -7.198 3.309 -0.237
C -7.091 3.346 1.302
O -5.757 3.320 1.803
C -5.088 4.572 1.757
N -6.353 2.254 -0.811
H -5.780 4.816 -0.964
H -7.228 4.646 -1.937
H -7.316 5.477 -0.382
H -8.242 3.085 -0.483
H -7.569 2.442 1.695
H -7.644 4.194 1.724
H -5.765 5.409 1.949
H -4.591 4.694 0.793
H -4.312 4.572 2.526
H -6.659 1.354 -0.445
H -5.417 2.369 -0.421
C 9.955 -0.482 -1.695
C 10.644 -1.571 -0.876
C 9.687 -2.352 0.049
O 9.289 -1.646 1.221
C 8.259 -0.696 1.012
N 11.751 -0.972 -0.122
H 9.749 0.417 -1.110
H 10.595 -0.174 -2.526
H 9.012 -0.841 -2.116
H 11.063 -2.291 -1.588
H 10.217 -3.240 0.409
H 8.808 -2.717 -0.497
H 7.539 -1.030 0.260
H 8.689 0.267 0.731
H 7.732 -0.554 1.958
H 12.277 -1.714 0.333
H 11.344 -0.452 0.656
C -3.040 6.574 -4.106
C -2.013 5.881 -3.215
C -1.960 4.351 -3.403
O -3.042 3.641 -2.804
C -4.246 3.661 -3.556
N -2.275 6.243 -1.816
H -4.061 6.469 -3.732
H -2.834 7.647 -4.154
H -3.007 6.183 -5.126
H -1.030 6.275 -3.493
H -1.056 3.981 -2.906
H -1.863 4.078 -4.462
H -4.060 3.635 -4.634
H -4.840 4.537 -3.291
H -4.830 2.779 -3.285
H -1.525 5.873 -1.236
H -3.096 5.717 -1.514
C 7.684 -2.258 -7.734
C 7.119 -1.347 -6.648
C 8.179 -0.850 -5.641
O 8.594 -1.823 -4.688
C 9.544 -2.756 -5.177
N 6.017 -2.041 -5.971
H 7.861 -3.276 -7.381
H 6.979 -2.334 -8.567
H 8.624 -1.864 -8.130
H 6.711 -0.463 -7.150
H 7.732 -0.039 -5.056
H 9.048 -0.419 -6.153
H 10.241 -2.301 -5.886
H 9.034 -3.607 -5.633
H 10.114 -3.137 -4.327
H 5.571 -1.394 -5.325
H 6.431 -2.745 -5.359

Its total charge is +1. The energy comes out at -4729.7076 a.u. The calculation puts the orbital gap at 5.99 eV. For the LUMO energy, the calculation gives -4.41 eV. For the strongest force on any atom, the calculation gives 0.16292 Eh/bohr.

=====

Which value of energy does entry 1 give?
-5156.6140 a.u.

=====

Which of these has the highest strongest force on any atom?
C34H67Cl2F3N4O8